No. 1
This record from OMol25 describes a structure of composition C30H35AuN3S2SbSi in a non-equilibrium geometry. The level of theory is ωB97M-V/def2-TZVPD.

The largest force on an atom comes out at 1.680 eV Å⁻¹. Its total energy is -2790.3081 Eh.

Each line ends with the Löwdin charge.
Cartesian coordinates (Å):
Au1 -0.05 -2.16 -2.36  0.252
C1 4.09 1.34 -3.97  -0.221
Si1 2.67 2.48 -4.44  0.539
C2 3.28 4.22 -3.98  -0.189
C3 2.45 2.52 -6.35  -0.176
C4 1.02 2.13 -3.54  -0.263
C5 0.17 3.21 -3.61  -0.103
C6 -1.09 3.16 -2.97  -0.073
C7 -1.37 2.04 -2.24  -0.153
N1 -0.57 0.97 -2.17  0.021
C8 0.56 0.96 -2.85  -0.772
S1 1.48 -0.53 -3.00  0.465
H1 5.08 1.70 -4.38  0.047
H2 3.95 0.33 -4.28  -0.015
H3 4.19 1.30 -2.88  0.019
H4 4.30 4.36 -4.35  0.032
H5 3.31 4.37 -2.90  0.020
H6 2.66 5.01 -4.41  0.023
H7 3.29 3.12 -6.80  0.038
H8 1.49 2.98 -6.62  0.019
H9 2.50 1.52 -6.79  0.019
H10 0.45 4.11 -4.16  0.097
H11 -1.83 3.97 -3.04  0.104
H12 -2.28 1.96 -1.66  0.098
S2 -1.85 -3.59 -1.91  0.561
C9 -1.30 -4.32 -0.47  -0.828
N2 -2.14 -4.46 0.58  0.033
C10 -1.72 -5.11 1.82  -0.148
C11 -0.24 -4.81 2.02  -0.164
C12 0.57 -5.21 0.81  -0.171
N3 -0.05 -4.74 -0.40  0.010
H13 -3.04 -4.04 0.47  0.125
H14 -1.84 -6.21 1.75  0.129
H15 -2.37 -4.76 2.63  0.125
H16 0.11 -5.35 2.88  0.113
H17 -0.10 -3.73 2.23  0.077
H18 0.70 -6.31 0.79  0.128
H19 1.57 -4.79 0.81  0.127
H20 0.51 -4.68 -1.23  0.105
C13 0.07 -1.44 6.16  -0.115
C14 -1.18 -1.51 5.56  -0.091
C15 -1.30 -1.35 4.18  -0.146
C16 -0.19 -1.06 3.40  -0.403
C17 1.07 -0.93 4.01  -0.121
C18 1.17 -1.12 5.41  -0.089
Sb1 -0.30 -0.82 1.23  1.480
C19 -2.32 -0.13 1.14  -0.388
C20 -2.85 0.77 2.08  -0.121
C21 -4.16 1.22 1.94  -0.078
C22 -4.95 0.71 0.93  -0.102
C23 -4.48 -0.21 0.03  -0.091
C24 -3.16 -0.64 0.14  -0.159
C25 0.68 1.07 1.31  -0.389
C26 1.47 1.41 0.22  -0.163
C27 2.03 2.66 0.13  -0.074
C28 1.75 3.62 1.11  -0.089
C29 1.00 3.28 2.22  -0.082
C30 0.43 2.00 2.31  -0.122
H21 0.19 -1.63 7.21  0.097
H22 -2.03 -1.71 6.21  0.102
H23 -2.29 -1.44 3.76  0.091
H24 1.95 -0.81 3.41  0.088
H25 2.14 -1.06 5.91  0.104
H26 -2.24 1.11 2.90  0.080
H27 -4.52 1.97 2.60  0.094
H28 -5.96 1.07 0.81  0.104
H29 -5.11 -0.60 -0.72  0.092
H30 -2.75 -1.34 -0.59  0.028
H31 1.65 0.66 -0.54  0.036
H32 2.62 2.94 -0.76  0.101
H33 2.19 4.59 1.04  0.096
H34 0.92 4.00 3.02  0.100
H35 -0.10 1.78 3.20  0.079

No. 2
This record from OMol25 describes a cluster of 2 separate species, C30H35Br2N4O4 in total in a non-equilibrium geometry. The level of theory is ωB97M-V/def2-TZVPD.

The largest force on an atom comes out at 3.321 eV Å⁻¹. Its total energy is -6831.9255 Eh. As for the total charge: +1. Its energy above the lowest of the compared OMol25 structures with the same formula, charge and spin is 0.000 eV.

Each line ends with the Löwdin charge.
Cartesian coordinates (Å):
C1 5.45 -3.58 -1.49  -0.084
O1 6.02 -2.38 -1.02  -0.064
C2 5.10 -1.39 -0.66  -0.144
C3 3.72 -1.49 -0.80  0.006
C4 2.87 -0.48 -0.39  -0.227
C5 1.39 -0.67 -0.47  -0.081
C6 0.78 -1.25 0.81  -0.130
C7 1.31 -2.65 1.10  -0.389
O2 2.45 -2.94 1.40  0.117
N1 0.25 -3.52 0.97  -0.028
C8 0.42 -4.95 1.15  0.002
C9 -1.07 -2.85 0.76  -0.433
C10 -1.67 -3.35 -0.54  0.015
C11 -1.92 -3.13 2.00  0.014
N2 -0.71 -1.39 0.68  0.071
C12 -1.58 -0.35 0.52  0.040
C13 -2.93 -0.53 0.38  -0.066
C14 -3.88 0.46 0.16  0.060
C15 -5.27 0.20 0.03  -0.204
C16 -6.17 1.26 -0.21  -0.003
C17 -7.52 1.03 -0.34  -0.052
C18 -8.02 -0.26 -0.24  -0.040
C19 -7.16 -1.32 -0.01  -0.053
C20 -5.81 -1.10 0.12  -0.006
C21 3.40 0.68 0.16  0.017
C22 4.78 0.84 0.31  -0.149
O3 5.40 1.96 0.87  -0.069
C23 4.54 3.02 1.23  -0.089
C24 5.63 -0.20 -0.12  -0.110
O4 7.03 -0.06 0.01  -0.081
C25 7.49 -0.53 1.25  -0.078
H1 6.26 -4.28 -1.71  0.099
H2 4.80 -4.01 -0.73  0.093
H3 4.90 -3.40 -2.41  0.093
H4 3.29 -2.38 -1.21  0.106
H5 0.90 0.28 -0.70  0.117
H6 1.15 -1.34 -1.31  0.133
H7 0.99 -0.60 1.66  0.177
H8 1.47 -5.19 1.26  0.102
H9 -0.12 -5.29 2.03  0.092
H10 0.03 -5.48 0.28  0.092
H11 -0.95 -3.21 -1.35  0.101
H12 -1.90 -4.41 -0.48  0.095
H13 -2.57 -2.82 -0.82  0.075
H14 -1.37 -2.82 2.88  0.108
H15 -2.86 -2.58 1.99  0.074
H16 -2.15 -4.19 2.09  0.095
H17 -1.18 0.65 0.49  0.145
H18 -3.29 -1.53 0.43  0.055
H19 -3.55 1.48 0.07  0.106
H20 -5.78 2.26 -0.29  0.119
H21 -8.19 1.85 -0.51  0.116
H22 -9.08 -0.43 -0.34  0.117
H23 -7.56 -2.32 0.06  0.115
H24 -5.16 -1.94 0.29  0.103
H25 2.74 1.45 0.48  0.104
H26 5.15 3.84 1.61  0.098
H27 3.99 3.37 0.36  0.093
H28 3.86 2.69 2.02  0.092
H29 8.57 -0.40 1.29  0.097
H30 7.03 0.05 2.05  0.090
H31 7.24 -1.58 1.35  0.091
Br1 -0.11 4.85 -3.82  0.819
C26 -1.06 4.94 -2.20  -0.623
C27 -1.45 6.18 -1.70  -0.385
N3 -1.16 7.37 -2.36  0.099
C28 -2.15 6.15 -0.50  -0.622
Br2 -2.74 7.77 0.26  0.822
C29 -2.42 4.95 0.10  -0.203
N4 -2.07 3.76 -0.38  0.041
C30 -1.38 3.80 -1.52  -0.214
H32 -1.60 8.24 -2.10  0.058
H33 -0.82 7.38 -3.31  0.058
H34 -2.96 4.96 1.04  0.102
H35 -1.07 2.85 -1.93  0.093

> Number 1 is which compound?

C30H35AuN3S2SbSi

> What is the formula in the first record?

C30H35AuN3S2SbSi